(1)
Computed, not measured: 16 unconnected molecules or ions with the total composition C30H90F6O30P at a distorted geometry, with ωB97M-V/def2-TZVPD.

Structure (XYZ):
```
157
Properties=species:S:1:pos:R:3:lowdin_charge:R:1
P 0.82388 -0.33130 -0.53681 0.195
F -0.53980 -1.05613 -1.01930 -0.136
F 0.18940 -0.34551 0.95216 -0.151
F 1.47626 -1.80784 -0.20231 -0.165
F 2.07035 0.46116 0.07263 -0.130
F 1.40837 -0.40965 -2.03191 -0.129
F 0.15476 1.10451 -0.88820 -0.151
C 0.40717 -4.66505 -0.09602 -0.192
C 0.61970 -4.55294 -1.58470 -0.248
O -0.49740 -4.88578 -2.38190 -0.058
O -0.72373 -3.84675 0.24774 -0.088
H 1.33714 -4.40260 0.40833 0.102
H 0.08192 -5.68609 0.10348 0.126
H 1.42377 -5.18464 -1.96224 0.121
H 1.02319 -3.56935 -1.82524 0.097
H -1.29908 -4.41171 -2.14921 0.011
H -0.32590 -2.97324 0.22993 0.052
C 4.45613 1.61861 3.16407 -0.246
C 2.97250 1.19879 3.29365 -0.199
O 2.58071 0.92875 4.63281 -0.067
O 4.56572 2.92100 3.62649 -0.069
H 4.83449 1.73356 2.14833 0.121
H 5.07303 0.96776 3.78370 0.124
H 2.72488 0.44797 2.54327 0.100
H 2.39948 2.09432 3.05327 0.097
H 2.43400 1.68944 5.19975 0.096
H 5.43855 2.94663 4.02536 0.086
C 2.57248 -2.79892 2.70261 -0.250
C 1.44448 -2.33851 3.72163 -0.210
O 2.12230 -1.99539 4.91962 -0.069
O 3.18322 -4.02513 2.99032 -0.057
H 3.29649 -2.00157 2.53482 0.103
H 2.04816 -3.00626 1.76977 0.072
H 0.67443 -3.10405 3.81684 0.108
H 0.98613 -1.45642 3.27451 0.105
H 2.37256 -1.07509 4.80997 0.037
H 2.46883 -4.53626 3.37760 0.083
C -1.37383 3.90530 6.44507 -0.190
C -1.36112 2.32686 6.25063 -0.235
O -1.88557 1.93184 5.01338 -0.072
O -2.74862 4.35996 6.51863 -0.079
H -0.84206 4.43691 5.65596 0.099
H -0.87594 4.14503 7.38461 0.112
H -1.87256 1.85508 7.08965 0.114
H -0.31593 2.03857 6.36276 0.107
H -2.11268 1.00399 5.10895 0.039
H -3.18979 3.97742 5.75663 0.070
C 3.88513 5.21461 -2.27262 -0.220
C 3.81387 5.06879 -0.71612 -0.269
O 3.94953 6.30108 -0.13764 -0.049
O 4.96693 6.05559 -2.69267 -0.074
H 2.99695 5.74252 -2.61982 0.111
H 3.90595 4.22689 -2.73315 0.102
H 4.64197 4.41160 -0.45070 0.121
H 2.82182 4.64298 -0.56571 0.101
H 3.92367 6.20582 0.81728 0.094
H 4.79545 6.93530 -2.34871 0.072
C 4.35262 -0.60698 -4.41596 -0.245
C 4.81104 0.47878 -3.38388 -0.159
O 6.14335 0.15776 -2.86010 -0.080
O 5.13077 -0.61592 -5.57981 -0.069
H 3.29630 -0.49851 -4.66199 0.106
H 4.48676 -1.61574 -4.02541 0.112
H 4.11858 0.55752 -2.54579 0.107
H 4.71261 1.43745 -3.89316 0.108
H 6.75019 0.09419 -3.60125 0.090
H 5.14590 -1.50633 -5.93834 0.088
C -0.26562 2.34305 -4.12959 -0.177
C 1.06028 2.74876 -3.44242 -0.200
O 2.00892 3.43762 -4.29770 -0.083
O -1.30249 3.36041 -4.10767 -0.070
H -0.62596 1.47277 -3.58108 0.111
H -0.09569 1.98415 -5.14468 0.113
H 1.57312 1.89644 -2.99671 0.092
H 0.85343 3.35538 -2.56076 0.111
H 2.03039 2.96007 -5.13022 0.077
H -0.82679 4.09854 -4.49559 0.100
C 5.16435 -1.36000 0.42086 -0.217
C 4.73077 -2.66722 -0.19718 -0.246
O 4.08347 -2.46821 -1.41351 -0.063
O 6.29418 -0.67440 -0.23805 -0.079
H 5.44152 -1.57355 1.45318 0.107
H 4.36328 -0.64146 0.59432 0.091
H 4.15257 -3.26245 0.50956 0.104
H 5.64710 -3.16281 -0.51784 0.127
H 3.20099 -2.12764 -1.24969 0.041
H 6.04411 -0.42403 -1.13045 0.014
C -0.13951 3.19580 1.94512 -0.229
C 0.00489 4.25934 0.90000 -0.277
O -1.24655 4.73418 0.57411 -0.052
O -0.45528 3.73406 3.22971 -0.051
H 0.85383 2.75209 2.01210 0.096
H -0.83321 2.46829 1.52368 0.118
H 0.45384 3.78372 0.02803 0.097
H 0.68194 5.06506 1.18376 0.122
H -1.82317 4.26389 1.18069 0.071
H -0.87882 3.12864 3.84264 0.034
C -0.14940 -1.45030 -5.22163 -0.216
C -1.60493 -1.55046 -4.63172 -0.252
O -2.49312 -0.85469 -5.42379 -0.072
O -0.06070 -2.03393 -6.49910 -0.060
H 0.66439 -1.75075 -4.56165 0.111
H -0.03116 -0.37378 -5.34504 0.085
H -1.76119 -1.23713 -3.59949 0.109
H -1.94820 -2.58486 -4.61493 0.112
H -3.19704 -0.60715 -4.81979 0.034
H -0.81909 -1.76895 -7.02467 0.078
C -1.18726 -1.63973 7.40682 -0.202
C -1.76059 -1.94763 6.01895 -0.173
O -2.24456 -0.72223 5.38111 -0.091
O -2.22468 -1.26500 8.34826 -0.079
H -0.34587 -0.94680 7.40710 0.116
H -0.80755 -2.58121 7.80372 0.118
H -2.54569 -2.70292 6.05437 0.118
H -1.05956 -2.46116 5.36097 0.100
H -2.75690 -0.98016 4.61131 0.037
H -2.74154 -0.50061 8.08334 0.068
C -3.82476 3.12558 -1.69089 -0.214
C -2.62453 2.52078 -1.03754 -0.218
O -2.52273 1.09483 -1.14909 -0.085
O -3.78324 2.95862 -3.08076 -0.075
H -3.85514 4.20880 -1.57340 0.130
H -4.65044 2.54585 -1.27825 0.128
H -2.69150 2.64073 0.04377 0.108
H -1.67974 2.88993 -1.43654 0.112
H -1.66841 0.90129 -0.75631 0.035
H -2.92102 3.14187 -3.46101 0.037
C -3.46569 -5.73548 -0.95077 -0.216
C -3.77586 -4.50905 -1.83192 -0.210
O -2.72488 -3.55132 -1.93555 -0.085
O -2.91801 -5.33353 0.31465 -0.075
H -2.69544 -6.32262 -1.45084 0.104
H -4.35881 -6.36033 -0.95547 0.115
H -4.59813 -3.99991 -1.32916 0.104
H -4.25051 -4.79698 -2.76995 0.120
H -2.99941 -2.66414 -1.69232 0.055
H -2.29491 -4.63308 0.10798 0.008
C -3.39556 -1.47790 0.64949 -0.179
C -4.31586 -0.86256 1.74900 -0.145
O -3.76066 -1.23197 3.05579 -0.096
O -3.84806 -1.26599 -0.69235 -0.101
H -3.37581 -2.56062 0.77366 0.117
H -2.42331 -0.98694 0.69161 0.107
H -5.33911 -1.23757 1.76955 0.121
H -4.31222 0.22233 1.64369 0.118
H -4.04221 -2.12608 3.26290 0.091
H -3.63814 -0.33975 -0.83242 0.047
C -5.85396 -0.27446 -4.02166 -0.174
C -6.02563 -1.86556 -3.95073 -0.184
O -5.94530 -2.16120 -2.53788 -0.083
O -4.50121 0.05803 -3.56798 -0.093
H -6.63548 0.16993 -3.40534 0.112
H -5.99229 0.01889 -5.06229 0.107
H -5.27179 -2.33414 -4.58339 0.107
H -6.96000 -2.04511 -4.48252 0.108
H -5.13666 -1.86093 -2.11653 0.028
H -4.34834 1.00466 -3.61407 0.056
```

Its LUMO energy is 1.950 eV. As for the charge: -1.

***

(2)
Computed, not measured: 12 unconnected molecules or ions with the total composition C30H90N18O12 at a distorted geometry, with ωB97M-V/def2-TZVPD.

Structure (XYZ):
```
150
Properties=species:S:1:pos:R:3:lowdin_charge:R:1
C -1.80535 2.14600 -5.83432 -0.026
C -2.97610 1.95745 -4.82682 -0.437
C -2.57221 1.73983 -3.37732 -0.224
O -1.87905 0.59058 -3.07280 -0.224
C -2.47906 -0.65731 -3.40593 -0.065
N -3.80014 3.14095 -4.84765 0.040
H -2.26406 2.36942 -6.79752 0.077
H -1.25898 1.21884 -6.00743 0.066
H -1.11962 2.88238 -5.41524 0.076
H -3.61311 1.13133 -5.14281 0.123
H -3.40699 1.88842 -2.69237 0.125
H -1.91421 2.58117 -3.15986 0.111
H -2.86285 -0.79638 -4.41660 0.090
H -3.15247 -1.01742 -2.62814 0.089
H -1.72279 -1.44205 -3.38805 0.084
H -3.93006 3.41801 -5.81017 0.073
H -3.23603 3.88962 -4.47166 0.053
C 3.99098 -6.54725 -1.99393 -0.033
C 4.26229 -6.15868 -0.51082 -0.432
C 3.36622 -5.03663 0.02000 -0.203
O 1.98559 -5.36234 -0.11844 -0.158
C 1.16147 -4.33089 0.34473 -0.084
N 4.22885 -7.35248 0.31332 0.072
H 4.24793 -7.55442 -2.32211 0.078
H 4.49509 -5.97496 -2.77268 0.068
H 2.90941 -6.44749 -2.08529 0.080
H 5.25641 -5.71386 -0.46637 0.093
H 3.50038 -4.20374 -0.67022 0.092
H 3.70246 -4.67019 0.98994 0.129
H 0.07754 -4.36914 0.23641 0.068
H 1.50279 -3.53920 -0.32222 0.083
H 1.32406 -4.08138 1.39325 0.086
H 4.55600 -7.01279 1.20646 0.077
H 5.00337 -7.92858 0.01612 0.082
C 4.96100 -1.66109 -0.46813 -0.019
C 6.12819 -2.18129 -1.27991 -0.364
C 7.45332 -1.63211 -0.70886 -0.161
O 7.64101 -0.22124 -0.87872 -0.100
C 7.93131 0.10540 -2.29472 0.005
N 6.16657 -3.58759 -1.20083 0.238
H 4.95686 -2.00523 0.56611 0.104
H 4.07481 -2.17358 -0.84244 0.074
H 4.75967 -0.61051 -0.67753 0.099
H 6.06929 -1.75375 -2.28083 0.157
H 8.30639 -2.17863 -1.11095 0.129
H 7.61404 -1.83718 0.34954 0.147
H 8.18153 1.16453 -2.23356 0.108
H 7.02333 0.01147 -2.89041 0.097
H 8.75773 -0.53940 -2.59367 0.102
H 6.98533 -4.02571 -1.59807 0.144
H 6.14396 -3.81247 -0.21644 0.119
C -2.29326 -5.67532 0.62686 -0.076
C -2.16831 -5.08577 2.04354 -0.395
C -2.53826 -3.59899 2.21886 -0.177
O -3.67665 -3.27300 1.41277 -0.195
C -3.83887 -1.86597 1.29828 -0.102
N -3.11053 -5.92501 2.77975 0.018
H -1.81196 -6.64989 0.54520 0.085
H -1.75642 -5.05289 -0.08901 0.046
H -3.32591 -5.55109 0.30082 0.080
H -1.16111 -5.29971 2.40115 0.121
H -1.73089 -2.90214 1.99382 0.099
H -2.83889 -3.30847 3.22550 0.119
H -4.06694 -1.38151 2.24771 0.079
H -4.72161 -1.76118 0.66749 0.086
H -2.97954 -1.44624 0.77534 0.076
H -4.03752 -5.67141 2.46914 0.069
H -3.06381 -6.93143 2.70868 0.071
C -0.96233 -0.01030 6.38330 -0.016
C -0.43259 -0.02414 4.88098 -0.417
C -1.06902 -1.12979 3.99206 -0.142
O -1.10579 -2.43594 4.65961 -0.212
C 0.05234 -3.22667 4.72277 -0.105
N -0.59705 1.25530 4.27530 0.029
H -0.71315 -0.94080 6.89339 0.068
H -2.03995 -0.04236 6.54402 0.081
H -0.44434 0.83463 6.83701 0.071
H 0.65529 -0.09194 4.88646 0.117
H -0.58165 -1.16780 3.01783 0.095
H -2.09319 -0.80400 3.81032 0.119
H -0.00918 -4.12553 5.33625 0.096
H 0.85812 -2.62791 5.14742 0.079
H 0.38440 -3.50405 3.72233 0.064
H -0.02176 1.30596 3.44671 0.047
H -0.32727 1.91669 4.98936 0.080
C -1.11925 1.23775 0.40116 -0.054
C 0.26222 1.27947 -0.14174 -0.353
C 1.06351 -0.11324 0.01154 -0.162
O 1.18274 -0.54628 1.36394 -0.211
C 2.10915 0.28322 2.09074 -0.086
N 0.13364 1.61627 -1.57971 0.060
H -1.86283 0.64124 -0.12736 0.076
H -1.46340 2.27118 0.44228 0.062
H -1.02248 0.87186 1.42334 0.062
H 0.79435 2.04575 0.42195 0.128
H 2.03500 -0.06392 -0.48029 0.089
H 0.53258 -0.89516 -0.53143 0.117
H 1.68108 1.25970 2.31737 0.074
H 3.00821 0.42361 1.49067 0.079
H 2.54172 -0.19472 2.96969 0.089
H -0.17053 2.57862 -1.54124 0.044
H -0.69320 1.16435 -1.94330 0.030
C 0.40082 5.56813 -3.99326 -0.813
O -0.76700 5.61556 -4.30252 0.023
N 0.86022 5.17804 -2.88245 0.193
N 1.36230 6.00176 -4.73831 0.169
H 1.80787 5.44493 -2.65701 0.124
H 0.27680 4.70427 -2.20772 0.065
H 1.15638 6.38718 -5.64889 0.124
H 2.33088 5.87789 -4.48022 0.114
C 2.71584 1.15487 -3.94906 -0.816
O 3.52245 1.43991 -4.80289 0.025
N 1.78111 0.26266 -4.08380 0.167
N 2.75738 1.51002 -2.69965 0.150
H 1.63991 -0.08948 -5.01983 0.114
H 1.00065 0.09803 -3.46422 0.088
H 3.39816 2.25070 -2.45287 0.112
H 1.86266 1.49801 -2.23121 0.029
C -5.92036 1.21263 1.26802 -0.850
O -5.47138 0.87627 2.29631 0.046
N -7.10424 1.77607 1.21928 0.186
N -5.19421 1.29806 0.24127 0.215
H -7.51399 2.16687 0.38294 0.115
H -7.58805 1.94167 2.09026 0.124
H -4.22552 1.39498 0.51022 0.115
H -5.58108 1.69633 -0.60242 0.124
C 0.44026 4.82456 2.07946 -0.763
O 1.36975 4.82884 1.28115 -0.003
N 0.68874 4.57937 3.38592 0.161
N -0.77416 5.08771 1.77406 0.191
H 1.58754 4.38250 3.80243 0.108
H -0.11449 4.53225 3.99640 0.085
H -1.41693 5.22222 2.54143 0.076
H -0.91316 5.58116 0.90383 0.116
C -3.67656 3.65652 3.46231 -0.793
O -2.94192 4.56444 3.71787 0.025
N -3.34101 2.39844 3.41740 0.201
N -4.93068 3.83163 3.10127 0.172
H -4.07792 1.82014 3.03975 0.055
H -2.42355 2.12107 3.73589 0.066
H -5.60495 3.08529 3.00944 0.082
H -5.20763 4.80280 3.11553 0.118
C -2.31659 4.78708 -1.28597 -0.784
O -1.23720 4.25796 -1.48573 -0.008
N -3.06661 4.58129 -0.25173 0.189
N -2.86754 5.59852 -2.07975 0.215
H -4.00213 4.96167 -0.26679 0.115
H -2.87245 4.00532 0.55490 0.089
H -2.25709 5.68366 -2.87987 0.095
H -3.72836 6.06067 -1.82380 0.135
```

Its LUMO energy (spin up / spin down) is -2.655 / -8.256 eV. As for the charge: +1. As for the multiplicity: 2. The calculation puts the energy relative to the best compared isomer or geometry (same formula, charge and spin) at 16.6 kJ/mol.